1.
Formula: C32H20BaF5N5S3Sb
Source: the OMol25 dataset
Level of theory: ωB97M-V with the def2-TZVPD basis set

LUMO energy in eV: 1.7765
Charge: -1
Energy above the lowest of the compared OMol25 structures with the same formula, charge and spin in kJ/mol: 114.5
Kohn-Sham gap in eV: 6.2

Atoms and positions in Å:
Ba -1.44962 -0.15978 -0.04570
C -7.56039 1.31265 3.51018
C -7.23974 -1.50501 4.11336
F -6.71390 2.30154 -0.47602
C -0.37792 2.01982 -3.31316
F -8.25195 0.35902 0.63164
H -0.83725 0.67983 -4.92831
H 5.85510 -0.35314 -0.20397
H 0.69993 5.41668 -1.94482
C -0.73272 0.66167 -3.84268
C 4.29599 1.12993 -0.22738
C -6.32265 1.02343 -0.54244
C -0.43412 3.98132 3.23678
H -0.50941 -0.13089 3.80711
S -2.82781 1.72855 1.60888
H 0.03958 -0.05863 -3.56910
C -6.18571 -0.75337 3.48272
C 3.89252 -1.21420 -0.14289
C 0.79192 3.27354 -1.77471
C 0.46661 0.36195 3.84387
C -5.50800 -1.59750 -0.66293
N 2.04808 0.30759 -0.17766
H 2.00009 -3.01469 0.15916
C 0.35717 4.46770 -2.33875
Sb 2.25227 3.38457 -0.19827
C -0.51519 4.40958 -3.41670
H 4.96707 1.97879 -0.25851
H -5.43158 2.33254 2.32836
C -0.87828 3.17362 -3.91515
C -7.10535 0.04205 0.02800
S -2.39910 -1.58620 2.40098
C -6.68552 -1.27123 -0.01985
H -0.88965 5.31816 -3.87254
H -1.68958 0.32400 -3.42872
C 0.25823 4.20266 2.05277
H -4.85908 -2.41654 3.42183
H 4.23934 -2.23883 -0.10347
C -5.14330 0.67990 -1.17134
H 0.23770 5.16769 1.56166
C -5.30438 1.28583 2.57295
C 0.97464 3.14424 1.51487
F -7.43435 -2.22096 0.54996
C -6.34786 0.60782 3.18444
C -4.06910 0.68411 2.28095
C 0.37833 1.72826 3.23216
C -4.98303 -1.36981 3.17911
H -0.90256 2.53993 4.75364
N -8.51425 1.90360 3.76736
S -3.29061 -1.07573 -2.21792
H -1.03082 4.77107 3.67785
F -5.15407 -2.88294 -0.68364
N 1.03722 1.94114 2.08523
N 0.43022 2.07786 -2.24549
H 0.82416 -1.86295 0.78299
H -1.54012 3.09036 -4.76767
C -4.70333 -0.64115 -1.28089
H 0.95436 -2.13972 -0.96696
C 2.91821 1.33004 -0.22242
H 0.77982 0.42318 4.88926
C -0.36688 2.74018 3.83440
C 1.52127 -2.05690 -0.03448
F -4.42600 1.66935 -1.71711
H 1.18731 -0.23907 3.28985
C 2.52786 -0.93976 -0.12560
C -3.89544 -0.69104 2.60890
N -8.06966 -2.11222 4.63043
C 4.78828 -0.16456 -0.19502

=====

2.
Formula: C5H11CuF3NO12S3
Source: the OMol25 dataset
Level of theory: ωB97M-V with the def2-TZVPD basis set

<S²>: 0.75
LUMO energy (spin up / spin down) in eV: 6.2115 / 6.2125
2S+1: 2
Charge: -3
Energy above the lowest of the compared OMol25 structures with the same formula, charge and spin in kJ/mol: 325.4
Kohn-Sham gap (spin up / spin down) in eV: 3.9 / 3.8

Atoms and positions in Å:
H 1.80204 -0.48310 -1.14043
H 1.24559 -2.19007 1.71531
S -2.40074 2.65304 -1.74666
H 2.15513 0.91538 1.61680
H 1.33128 2.05711 -1.47668
O -2.10518 3.05220 -3.11232
H -0.20849 -1.68432 2.35759
O -2.24496 -2.12947 -1.86156
C 0.81042 -1.32444 2.21472
O -1.51843 -2.92335 0.36501
H 1.23656 2.23464 0.02729
N 1.10682 1.50635 -0.66036
O -3.62720 3.25324 -1.24405
S -2.98415 1.35771 2.60903
C 3.47997 1.00370 -0.79596
H 2.59553 -0.64932 1.02751
O -0.51002 -1.11752 -0.85221
C 2.05489 0.41200 -0.57214
O -2.40474 1.19114 -1.60761
H 4.23164 0.26898 -0.50737
O -3.52213 2.40573 1.75969
F 0.53370 -3.23970 -2.97008
O -2.10223 1.81445 3.67007
F 0.82946 -4.20085 -0.98337
O -4.09222 0.59647 3.18446
H 1.23320 -1.13600 3.20156
O -2.12966 0.56739 1.64361
O 0.62996 -0.29624 1.36384
F -0.83633 -4.73775 -2.23555
S -1.18844 -2.39356 -0.92861
C 1.87681 0.15758 0.88442
H 3.66863 1.92694 -0.24812
O -1.39418 2.95049 -0.77878
C -0.01626 -3.78093 -1.89308
H 3.49944 1.13414 -1.87795
Cu -1.03559 0.82803 -0.14815

=====

3.
Formula: C5H7OP
Source: the OMol25 dataset
Level of theory: ωB97M-V with the def2-TZVPD basis set

LUMO energy (spin up / spin down) in eV: -0.7268 / -0.1389
Energy above the lowest of the compared OMol25 structures with the same formula, charge and spin in kJ/mol: 390.8
Kohn-Sham gap (spin up / spin down) in eV: 7.8 / 7.9

Atoms and positions in Å:
H -0.08552 -0.72888 1.61532
C -1.57002 1.31352 -0.07978
H 2.18106 -0.11213 -0.09884
H -1.13098 2.29094 0.32118
H 0.67884 0.83795 1.28744
H 2.10059 -1.41461 0.98483
C 1.46786 -0.90528 0.38857
P 0.89453 -2.25327 -0.87384
C 0.31961 -0.08310 0.89095
H -2.45195 0.90804 0.40443
O 0.49859 -1.18135 -2.01069
H -1.92335 1.46739 -1.06844
C -0.40778 -0.39137 -1.43831
C -0.57149 0.25214 -0.32282

=====

4.
Formula: C37H41IN3O2PSe2W
Source: the OMol25 dataset
Level of theory: ωB97M-V with the def2-TZVPD basis set

LUMO energy in eV: -0.1269
Energy above the lowest of the compared OMol25 structures with the same formula, charge and spin in kJ/mol: 94.3
Kohn-Sham gap in eV: 6.7

Atoms and positions in Å:
H -1.63471 -0.49950 -4.02319
C 1.83841 -4.44357 -0.61235
C 0.94094 0.13663 -4.88018
H -3.71349 -2.34678 -1.52315
H 0.28782 -2.04227 -3.09515
H -0.25888 3.08933 1.40024
C -0.44433 -3.61837 0.64924
H 1.49190 3.88970 -2.20493
H -3.18967 3.12759 -0.70584
C -2.35953 -1.17844 -3.57965
H -2.44636 -3.46836 -0.99908
P 0.89710 1.00749 -0.92211
H -2.53714 5.25729 -1.68473
C -0.48676 4.71342 -2.02635
C -1.64394 -3.17424 1.42801
H 0.68001 2.22539 6.56452
H -0.20403 -3.40553 -2.07027
C -3.31443 -3.81967 3.04197
C 4.43420 0.68385 1.16341
C 0.92125 1.25140 2.98027
C 0.47077 3.73709 -1.87710
Se -2.56136 1.51247 1.98761
Se 0.36108 -0.33244 1.93653
H -1.38638 0.74366 4.09093
C 2.42306 1.36161 0.00990
H 5.63053 2.26243 1.99525
C -2.16994 -4.10394 2.31937
C 4.73609 2.01355 1.43829
H 2.04821 3.48348 0.03397
H -3.09280 -3.58366 -2.63401
H 1.43748 3.21211 4.65473
C -0.08337 2.31748 3.40939
I -4.06439 0.49288 -0.73412
N -2.19048 -1.94808 1.28030
H 2.76058 -4.71995 -1.10485
N 0.46389 -2.71894 0.30970
H -0.80190 -3.28876 -3.72445
H 5.08515 -0.10698 1.51371
H -3.71962 -4.53990 3.74104
C -3.31151 -1.70633 1.96128
C 0.07660 2.53848 -1.27643
C -3.91236 -2.59732 2.83619
O 0.27125 1.89774 5.75960
H -1.00664 4.10797 2.61784
C 2.72243 2.68736 0.30957
C -1.76444 -1.92058 -2.37693
C -1.47137 1.71464 3.60555
H 1.27371 0.73027 3.87171
H -1.08030 -5.68083 0.52182
H -3.24607 -0.61710 -3.29594
O 1.05969 4.26972 2.38791
C -1.22242 2.23442 -0.88027
H -2.63579 -1.91659 -4.33599
H 4.07375 4.04654 1.25525
C -2.16964 3.26523 -1.03224
N -1.36766 -0.96486 -1.34880
C 0.58966 0.56670 -3.61286
C -0.53538 -2.71076 -2.83750
H 0.99819 -6.42385 -0.57937
H -0.23361 5.66664 -2.47364
C 2.68679 -0.23865 -2.75151
H 2.43515 -0.83777 -6.07621
H -1.66047 -5.04445 2.46587
C 0.39463 2.89087 4.74890
H 3.38727 -0.36467 -1.93823
C -0.29489 -4.96827 0.31395
C 1.57335 -3.12325 -0.29543
H 1.02192 4.90008 3.11223
C 1.45661 0.37232 -2.53647
H -4.81840 -2.30266 3.34705
H -0.35245 1.07534 -3.44642
C 3.87484 3.00998 1.01749
W -1.32465 0.17100 -0.02328
C 3.03235 -0.67783 -4.02437
C -0.13533 3.47878 2.40784
H 3.99227 -1.15247 -4.18358
H -0.22313 3.76644 4.99908
H 3.05154 -0.67940 0.30561
C -2.82202 -2.88753 -1.83667
H 0.26126 0.29197 -5.70853
H -3.74968 -0.73017 1.82692
H 1.78268 1.71200 2.49856
C 3.28664 0.36286 0.46215
H 2.27683 -2.34597 -0.57007
H -2.07490 2.36040 4.24698
C -1.79585 4.47344 -1.58410
C 2.16086 -0.49665 -5.08599
C 0.86376 -5.38270 -0.31545

=====

5.
Formula: C3H7BO
Source: the OMol25 dataset
Level of theory: ωB97M-V with the def2-TZVPD basis set

LUMO energy in eV: 0.8775
SMILES: BO/C=C/C
Energy above the lowest of the compared OMol25 structures with the same formula, charge and spin in kJ/mol: 90.9
Kohn-Sham gap in eV: 10.2

Atoms and positions in Å:
B 2.13948 0.74485 0.08752
H -2.49052 -0.28785 -1.03343
H -0.20589 1.08962 -0.44860
H 3.05776 0.89190 -0.49815
H 1.74366 1.68121 0.76633
C 0.42561 -0.75656 0.15061
H -1.98773 -1.30574 0.20631
O 1.74175 -0.52040 -0.10185
C -0.49202 0.12112 -0.24738
H -2.27566 0.38148 0.74712
H 0.30895 -1.82054 0.44715
C -1.96539 -0.21909 -0.07563

=====

6.
Formula: C6H9N
Source: the OMol25 dataset
Level of theory: ωB97M-V with the def2-TZVPD basis set

LUMO energy in eV: 1.0179
SMILES: C1[C@H]2[C@H]3CN1C[C@@H]23
Energy above the lowest of the compared OMol25 structures with the same formula, charge and spin in kJ/mol: 395.5
Kohn-Sham gap in eV: 10.1

Atoms and positions in Å:
H 0.41398 1.97479 0.89193
C -1.13622 0.61809 -0.46635
H 0.11308 -1.12317 -2.01710
N 0.28749 0.81400 -0.88387
C 0.18446 -0.15875 1.20703
C 0.73535 -0.65822 -1.07715
C 0.25567 -1.24313 0.18554
H -1.90470 -0.73269 1.14725
C 0.75321 1.03431 0.44460
H 0.50509 -2.22676 0.13957
H 0.46553 -0.38466 2.26842
C -1.08639 -0.45708 0.59710
H -1.70757 1.30273 0.30169
H -1.92929 0.57376 -1.37203
H 1.99453 0.84761 0.41981
H 1.80049 -0.74090 -0.93709

=====

7.
Formula: C9H13NO3
Source: the OMol25 dataset
Level of theory: ωB97M-V with the def2-TZVPD basis set

LUMO energy in eV: 0.7687
SMILES: C=C[C@@](C#N)(OCC)C(=O)OCC
Energy above the lowest of the compared OMol25 structures with the same formula, charge and spin in kJ/mol: 373.4
Kohn-Sham gap in eV: 11.0

Atoms and positions in Å:
C -2.96362 1.22830 0.82838
H -2.85469 1.54443 -0.15591
O 1.37098 0.37144 -0.89258
H 2.66977 2.65465 -1.35488
C 1.41849 -2.12891 -1.31662
C -2.38060 -0.20911 0.88004
H 1.64098 -4.07966 -1.57041
H -2.91992 -0.98214 0.19840
H -3.95374 1.29760 1.27833
N 2.94036 -1.19134 1.76354
H 0.97999 1.37706 0.97784
H 1.42655 -1.74318 -2.27770
O -0.49225 -2.12563 1.08271
C 2.64994 2.20094 -0.34029
C 1.23901 -0.84954 -0.17625
H 2.95123 2.90661 0.35999
H -2.11782 1.83435 1.31283
C 1.54793 -3.32166 -0.87921
H 1.53543 -3.74665 0.21110
H -2.44277 -0.69963 1.95836
C 2.13925 -0.96098 0.97389
H 3.42329 1.37168 -0.37802
H 0.44870 2.21266 -0.34064
O -1.00045 -0.01313 0.37952
C -0.17487 -1.09997 0.51971
C 1.30897 1.50280 -0.11824

=====

8.
Formula: C18H24N4O2S2
Source: the OMol25 dataset
Level of theory: ωB97M-V with the def2-TZVPD basis set

LUMO energy in eV: 0.5785
SMILES: COCCNC(=S)N1CCN(c2nc(-c3cccc(OC)c3)cs2)CC1
Energy above the lowest of the compared OMol25 structures with the same formula, charge and spin in kJ/mol: 221.2
Kohn-Sham gap in eV: 8.3

Atoms and positions in Å:
H -1.96474 0.14131 1.31697
H -2.98952 -1.49464 -1.87132
H -3.88213 -2.56321 -0.75962
C -2.98288 1.79989 -1.43576
H 2.16630 -1.82447 2.08163
H 1.68346 -3.22182 -0.94702
C 2.69472 -1.61044 -0.45264
C 3.96488 0.33249 0.25384
H -5.85724 0.30882 -0.44654
C -2.64269 0.48905 0.55667
S 3.51654 -1.66263 -1.88828
N 3.03066 -0.74020 0.52314
O -1.92891 -2.37504 -0.32462
C -2.13677 1.33001 -0.43403
H 4.19006 1.54282 2.06471
C -0.72814 1.70153 -0.38057
C -3.72026 -1.34702 2.40069
C -3.97760 0.11368 0.54578
H 3.88188 0.58924 -0.80436
H -4.36552 -2.02592 2.95653
H -4.97471 1.80690 -2.20660
H -3.28191 -0.62014 3.09254
C -0.05936 2.49211 -1.26727
S 1.59186 2.69267 -0.80942
H -2.78892 -3.26479 -1.98429
H -0.42789 -3.01221 -1.58320
H -0.60653 -1.24448 -1.44253
H 4.99544 0.00740 0.44238
C -2.94553 -2.42584 -1.29495
C -4.81943 0.60198 -0.45539
H 0.89759 0.16618 2.48756
C 3.59611 1.53532 1.14777
H -0.41520 2.97363 -2.15363
C -0.65051 -2.19015 -0.88147
C 1.25732 1.66867 0.58851
C 1.97283 0.33480 2.44262
H 3.76861 2.47290 0.61796
N 0.04566 1.24196 0.65353
H 0.05059 -2.94209 0.99220
H 3.68995 -1.00604 2.45930
H -2.92515 -1.91336 1.90657
C -4.31773 1.43688 -1.43325
N 1.70465 -2.52556 -0.20992
C 2.73432 -0.90993 1.92712
H 0.37241 -1.20789 0.72999
H 2.33055 0.61602 3.43718
N 2.20665 1.44447 1.53786
H -2.60595 2.44894 -2.21002
C 0.37270 -2.19143 0.26138
O -4.55422 -0.71950 1.45429